(1)
{
  "formula": "C19H13BrCeF3N4O5",
  "method": "ωB97M-V/def2-TZVPD",
  "species": ["Ce", "Br", "C", "C", "C", "C", "O", "C", "C", "N", "C", "C", "C", "C", "C", "C", "C", "C", "N", "C", "C", "H", "H", "H", "H", "H", "H", "H", "H", "H", "H", "N", "N", "C", "O", "O", "H", "H", "H", "F", "C", "F", "F", "C", "O", "O"],
  "coordinates": [[-1.16537, -0.18570, -0.11454], [4.42439, -3.61491, 4.58589], [2.88306, -3.04673, 3.71605], [1.56616, -3.07081, 4.27371], [0.48288, -2.71586, 3.51784], [0.60336, -2.01930, 2.30100], [-0.46002, -1.63040, 1.59705], [1.88884, -2.02074, 1.66041], [2.04304, -1.42423, 0.38973], [1.36499, -0.35731, -0.09315], [2.07301, 0.59322, -0.83602], [3.46787, 0.64607, -0.89714], [4.09553, 1.64224, -1.67786], [3.41048, 2.46061, -2.55880], [2.00240, 2.33214, -2.62583], [1.14853, 3.23878, -3.42026], [-0.25163, 3.15795, -3.30322], [-0.80988, 2.18759, -2.47105], [-0.01802, 1.37709, -1.77810], [1.32393, 1.42586, -1.74703], [3.02655, -2.58634, 2.34432], [1.41903, -3.42298, 5.30980], [-0.54096, -2.69500, 3.92969], [2.89249, -1.78118, -0.20673], [3.96493, -0.11006, -0.27142], [5.18384, 1.74379, -1.58299], [3.95847, 3.23385, -3.09076], [1.60383, 4.01659, -3.98182], [-0.84231, 3.64587, -4.08037], [-1.89495, 2.00398, -2.50379], [3.93476, -2.45219, 1.86697], [-3.29720, -1.37739, 0.56459], [-3.54212, -2.43415, -0.31494], [-2.83282, -2.43668, -1.60378], [-3.31674, -3.00775, -2.55710], [-1.69732, -1.84487, -1.58965], [-3.20684, -1.74805, 1.53755], [-4.07409, -0.71051, 0.48745], [-4.52803, -2.70002, -0.53005], [-5.08718, 3.18980, 0.21591], [-4.26999, 2.47838, 1.06852], [-4.08657, 3.12390, 2.24400], [-5.05659, 1.32996, 1.32806], [-2.92565, 2.02452, 0.45082], [-1.91013, 1.88248, 1.24481], [-2.94797, 1.65850, -0.79779]],
  "forces_ev_per_a": [[0.7, -0.2, 0.4], [0.2, -0.2, 0.5], [-1.1, 1.2, -3.4], [1.4, -0.7, 0.3], [-1.2, 1.6, 0.5], [-0.9, -0.8, -2.3], [1.2, 0.0, 1.4], [-0.4, -0.8, 1.4], [-0.1, 2.3, -1.2], [1.1, -1.4, 1.6], [0.5, -1.0, -2.0], [-1.4, 0.1, 0.5], [0.7, -0.1, -0.3], [0.3, -0.6, 0.9], [-1.4, 1.5, -0.2], [-0.7, -1.9, 2.3], [2.0, -0.1, -1.5], [0.8, -0.7, -0.9], [-1.6, -0.3, 0.8], [0.8, 1.2, -0.8], [-3.3, 0.0, 2.7], [0.2, 0.1, -0.7], [0.7, -0.3, 0.0], [0.1, 0.3, 0.2], [0.4, 1.0, -0.4], [-0.5, 0.0, -0.2], [-0.3, -0.2, -0.1], [0.4, 0.3, -0.7], [-0.1, 0.3, 0.7], [0.9, 0.1, 0.4], [1.9, -0.3, -0.6], [-1.0, -0.1, 0.9], [-0.6, -1.5, -2.4], [-0.6, -0.4, 0.3], [-0.4, -0.1, 0.6], [0.6, 1.0, 0.7], [-0.2, 0.5, -1.1], [0.3, -0.1, 0.5], [1.0, 0.5, 0.7], [1.7, -0.4, 1.3], [-2.1, -0.3, 0.2], [-0.5, -0.5, -1.5], [1.5, 1.3, 0.0], [2.0, -1.3, -1.2], [-2.6, 0.1, -1.9], [-0.3, 0.6, 3.6]],
  "nbo_charge": [1.83, 0.09, -0.18, -0.17, -0.28, 0.44, -0.79, -0.24, 0.26, -0.61, 0.22, -0.25, -0.18, -0.21, -0.07, -0.09, -0.26, 0.10, -0.52, 0.15, -0.13, 0.23, 0.23, 0.18, 0.22, 0.22, 0.23, 0.22, 0.23, 0.25, 0.21, -0.69, -0.52, 0.89, -0.64, -0.81, 0.40, 0.39, 0.38, -0.31, 0.90, -0.29, -0.35, 0.67, -0.66, -0.69],
  "orbital_gap_ev": [6.71, 6.72],
  "multiplicity": 2
}

(2)
{
  "formula": "C19H13Cl3F6N2O10S2V",
  "method": "ωB97M-V/def2-TZVPD",
  "species": ["V", "Cl", "C", "C", "C", "Cl", "C", "O", "C", "C", "O", "C", "H", "H", "H", "F", "C", "F", "F", "S", "O", "O", "N", "S", "O", "O", "C", "F", "F", "F", "Cl", "C", "C", "C", "C", "O", "C", "C", "O", "C", "H", "H", "H", "H", "N", "C", "C", "C", "O", "O", "H", "H", "H", "H", "H", "H"],
  "coordinates": [[-0.37045, 0.08294, 0.63558], [0.23961, 6.01454, 4.89677], [-0.18474, 4.51908, 4.06875], [-1.38363, 3.89411, 4.39172], [-1.69863, 2.71534, 3.73150], [-3.19949, 1.91715, 4.14680], [-0.88484, 2.11221, 2.75369], [-1.23427, 0.99947, 2.19590], [0.34871, 2.79718, 2.44868], [1.27468, 2.28641, 1.50641], [1.12365, 1.22907, 0.77102], [0.66495, 3.99766, 3.12693], [-2.05391, 4.31012, 5.12951], [2.21824, 2.82586, 1.38560], [1.59123, 4.50651, 2.88915], [-2.48182, -1.32825, -5.38951], [-1.21873, -1.74872, -5.27841], [-0.52892, -1.25935, -6.31269], [-1.22807, -3.09047, -5.40139], [-0.47612, -1.28108, -3.65283], [-1.44299, -1.80366, -2.72657], [0.82457, -1.90105, -3.69460], [-0.51440, 0.25963, -3.79797], [0.52880, 1.42040, -3.61026], [0.12396, 2.50769, -4.45529], [0.93291, 1.68956, -2.26673], [2.11757, 0.86101, -4.40463], [2.87193, 1.94913, -4.64312], [2.83474, 0.05092, -3.62560], [1.91763, 0.25032, -5.57859], [5.15000, -4.64567, 1.48512], [3.77724, -3.55817, 1.60794], [3.29533, -3.20819, 2.87678], [2.21191, -2.37739, 2.98938], [1.54568, -1.84616, 1.85054], [0.51376, -1.10533, 2.01993], [2.08114, -2.19223, 0.57369], [1.53112, -1.70393, -0.65995], [0.58368, -0.92852, -0.77357], [3.18642, -3.05958, 0.48216], [3.78934, -3.59337, 3.75952], [1.82787, -2.09011, 3.95961], [1.98340, -2.06345, -1.59003], [3.56363, -3.32471, -0.49859], [-1.91130, -1.48407, 0.82402], [-3.22394, -1.27495, 0.18377], [-3.69883, 0.16127, 0.34315], [-2.90847, 1.15729, -0.50161], [-3.49857, 2.02647, -1.12056], [-1.62197, 1.00088, -0.50012], [-1.47167, -2.31569, 0.44361], [-1.99279, -1.59506, 1.82946], [-3.96607, -1.95756, 0.61320], [-3.10918, -1.51628, -0.87300], [-3.60541, 0.46850, 1.38923], [-4.74451, 0.24231, 0.04649]],
  "forces_ev_per_a": [[-0.7, -0.2, 1.9], [0.0, -0.1, 0.0], [0.2, 0.1, -0.1], [-0.2, -0.4, -0.2], [-0.2, 0.4, 0.5], [0.1, 0.0, 0.0], [0.4, -0.4, -0.3], [0.0, 0.1, -0.1], [-0.5, 0.1, 0.3], [0.1, -1.4, -1.2], [0.4, 1.8, 0.7], [-0.1, -0.1, 0.0], [0.0, 0.0, 0.0], [0.0, -0.1, 0.0], [0.0, 0.0, 0.0], [0.0, 0.0, 0.0], [0.0, 0.0, 0.0], [0.0, 0.0, 0.0], [0.0, 0.0, 0.0], [-0.1, 0.0, 0.1], [0.0, 0.0, -0.1], [0.0, 0.1, 0.0], [0.1, 0.0, 0.0], [0.0, 0.0, 0.0], [0.0, 0.0, 0.0], [0.0, -0.1, -0.1], [0.0, 0.0, 0.0], [0.0, 0.0, 0.0], [0.0, 0.0, 0.0], [0.0, 0.0, 0.0], [0.0, 0.0, 0.0], [0.0, 0.0, 0.0], [0.0, 0.0, 0.1], [0.0, -0.1, 0.0], [0.1, -0.1, 0.1], [0.2, 0.2, -0.4], [0.1, 0.1, -0.1], [0.7, -0.4, 0.0], [-0.7, 0.5, -0.1], [0.0, 0.0, 0.0], [0.0, 0.0, 0.0], [0.0, 0.0, 0.0], [0.0, -0.1, 0.0], [0.0, 0.0, 0.0], [-0.1, 0.0, -0.3], [0.1, 0.0, 0.1], [-0.1, 0.0, 0.0], [0.2, -0.1, 0.1], [-0.1, 0.1, 0.0], [0.0, 0.5, -0.8], [0.0, 0.0, 0.1], [0.0, 0.0, 0.0], [0.0, 0.0, 0.0], [0.0, 0.0, 0.0], [0.0, 0.0, 0.0], [0.0, 0.0, 0.0]],
  "nbo_charge": [1.30, -0.07, -0.06, -0.29, -0.09, -0.04, 0.41, -0.70, -0.23, 0.22, -0.55, -0.21, 0.22, 0.14, 0.21, -0.32, 0.70, -0.32, -0.34, 2.30, -0.95, -0.97, -1.24, 2.28, -0.94, -0.91, 0.70, -0.33, -0.32, -0.33, -0.07, -0.11, -0.22, -0.27, 0.39, -0.68, -0.23, 0.34, -0.54, -0.18, 0.21, 0.21, 0.17, 0.22, -0.80, -0.21, -0.54, 0.81, -0.66, -0.72, 0.39, 0.38, 0.16, 0.23, 0.24, 0.21],
  "orbital_gap_ev": [4.73, 4.29],
  "multiplicity": 2,
  "charge": -2
}

(3)
{
  "formula": "C19H13CrF2O7",
  "method": "ωB97M-V/def2-TZVPD",
  "species": ["Cr", "C", "C", "C", "O", "C", "C", "C", "O", "O", "O", "H", "H", "O", "C", "O", "O", "H", "F", "C", "C", "C", "C", "C", "C", "H", "H", "H", "H", "H", "F", "C", "C", "C", "C", "C", "C", "H", "H", "H", "H", "H"],
  "coordinates": [[-0.79600, 0.17235, -0.39040], [2.61909, 0.76853, 2.11919], [2.56300, 1.06305, 3.41468], [1.27941, 1.14309, 4.24646], [1.28620, 1.29922, 5.56439], [0.07465, 0.94290, 3.70647], [-0.04653, 0.85699, 2.24860], [1.37319, 0.67410, 1.41703], [1.17360, 0.39097, 0.23007], [-1.08802, 0.85008, 1.57738], [3.70351, 1.10585, 4.06396], [3.56946, 0.69962, 1.61082], [-0.78811, 1.01774, 4.35180], [-1.51010, -0.92751, -4.12905], [-1.21456, -0.64148, -2.87491], [-0.03674, -0.68083, -2.36440], [-2.07303, -0.15962, -2.12845], [-0.70698, -1.36393, -4.42253], [-0.92603, 2.22980, -0.72693], [-0.87801, 2.91319, -1.86613], [-1.88395, 3.88268, -2.08160], [-1.86668, 4.44684, -3.33578], [-0.98252, 4.10724, -4.30744], [0.00706, 3.16503, -4.10525], [0.04487, 2.55029, -2.85987], [-2.59223, 4.23590, -1.34678], [-2.55414, 5.24603, -3.57052], [-1.05867, 4.57531, -5.27775], [0.75127, 2.93601, -4.85366], [0.79203, 1.79441, -2.66804], [-0.81112, -1.87799, 0.25033], [-0.31640, -3.01149, 0.87776], [-0.79132, -4.28742, 0.57991], [-0.32954, -5.39640, 1.26593], [0.60616, -5.22209, 2.25124], [1.12587, -3.94867, 2.59077], [0.64161, -2.88441, 1.82358], [-1.55172, -4.33182, -0.18574], [-0.69625, -6.40396, 1.13652], [0.92989, -6.09857, 2.79289], [1.85846, -3.91021, 3.38339], [1.09931, -1.92082, 1.99208]],
  "forces_ev_per_a": [[1.7, -0.9, -0.8], [-3.2, -0.5, -5.2], [4.7, 0.3, 6.5], [2.0, 0.6, 6.3], [1.1, -0.2, -4.3], [-3.3, -0.3, -5.4], [3.6, 0.0, 3.6], [0.0, 0.6, 3.8], [-0.8, -0.5, -2.4], [-1.4, -0.4, -1.5], [-3.4, 0.3, -1.4], [0.0, -0.1, 0.0], [-0.2, -0.1, -0.2], [0.3, -0.7, -0.3], [1.9, 1.8, 3.0], [-0.1, -0.9, -1.3], [-3.0, 0.4, 0.5], [0.3, -0.1, -0.7], [0.2, 1.1, 0.8], [-1.0, 1.0, -2.1], [1.5, -0.8, 0.0], [-1.0, 1.1, 0.3], [0.9, -0.2, -1.6], [-0.3, 0.1, 0.9], [-0.1, 0.0, 0.7], [0.1, -0.4, 0.2], [-0.3, 0.0, 0.1], [0.0, 0.2, -0.1], [-0.1, -0.1, -0.1], [-0.1, -0.1, 0.3], [0.2, -2.1, 0.5], [-0.4, -1.3, -0.1], [-0.9, 1.1, -0.9], [-0.1, 0.3, 0.1], [1.0, 0.7, 1.2], [-1.4, -1.7, -1.5], [1.9, 1.3, 1.7], [-0.1, -0.3, -0.1], [-0.3, 0.1, -0.5], [0.1, 0.0, 0.2], [0.0, 0.6, -0.1], [-0.2, 0.4, 0.1]],
  "nbo_charge": [1.37, -0.48, 0.38, 0.38, -0.65, -0.48, 0.43, 0.42, -0.73, -0.74, -0.64, 0.22, 0.22, -0.66, 0.96, -0.79, -0.77, 0.49, -0.32, 0.40, -0.27, -0.20, -0.23, -0.18, -0.29, 0.24, 0.21, 0.21, 0.22, 0.26, -0.35, 0.39, -0.26, -0.22, -0.21, -0.17, -0.27, 0.22, 0.22, 0.20, 0.23, 0.26],
  "orbital_gap_ev": [6.51, 6.51],
  "multiplicity": 5,
  "charge": -1
}